C51H115Br4N11O3 | the ωB97M-V functional and the def2-TZVPD basis

Total charge ... +4
Highest occupied orbital energy ... -0.372 hartree
HOMO-LUMO gap ... 3.929 eV
Total energy ... -13134.78457 hartree
2S+1 ... 1

```
184
Properties=species:S:1:pos:R:3:forces:R:3:mulliken_charge:R:1
C 8.1166 3.8440 0.3205 -0.7 0.4 -0.1 -1.04
C 7.0102 4.9167 -0.0777 1.8 -0.5 1.6 -0.55
N 7.1987 5.3995 -1.4366 -0.6 -1.2 -1.9 0.17
C 8.2157 6.1952 -1.9209 0.6 1.1 1.7 -0.52
C 8.0247 6.4211 -3.2140 -0.1 -1.2 -1.7 -0.17
N 7.0216 5.5725 -3.6295 -0.5 -0.9 2.1 0.12
C 6.4862 4.9708 -2.5021 1.5 1.2 -1.8 -0.14
C 6.7388 5.3544 -5.0422 -0.9 1.5 -0.5 -0.81
H 8.0402 2.9147 -0.2440 0.2 0.3 -0.5 0.34
H 8.1016 3.4956 1.3532 -0.7 0.4 0.2 0.37
H 9.1050 4.3000 0.2648 0.0 -0.1 -0.6 0.34
H 7.1990 5.7910 0.5452 -0.2 0.0 0.1 0.30
H 5.9835 4.6033 0.1112 0.1 -0.1 -0.4 0.37
H 9.0448 6.6036 -1.3622 -0.4 -0.1 0.5 0.39
H 8.5494 6.9957 -3.9629 0.2 0.0 0.4 0.43
H 5.6732 4.2609 -2.5412 0.1 0.0 0.2 0.41
H 7.1050 4.4608 -5.5476 -0.2 -0.4 0.8 0.32
H 7.2091 6.1909 -5.5591 0.1 0.0 0.0 0.30
H 5.6787 5.5784 -5.1607 -0.1 -0.7 -0.4 0.37
C -3.8266 0.0919 -6.6756 0.0 1.3 0.7 -1.13
C -4.9234 -0.1408 -5.5915 1.9 -0.5 -0.4 -0.37
N -5.8373 -1.1751 -6.0084 -3.4 -3.5 -2.2 0.22
C -6.1758 -2.3416 -5.3202 0.0 0.5 2.0 -0.25
C -7.2275 -3.0357 -5.8740 2.5 1.1 -0.7 -0.42
N -7.3730 -2.4417 -7.1078 0.2 2.5 -0.7 0.08
C -6.5916 -1.2823 -7.1572 0.0 -1.5 1.1 -0.11
C -8.3069 -2.8922 -8.2085 0.7 0.2 1.2 -0.79
H -4.1974 0.5518 -7.5916 -0.1 -0.3 -0.1 0.34
H -3.1324 -0.7249 -6.8732 -0.8 -0.6 0.0 0.37
H -3.1242 0.8145 -6.2601 -0.2 0.4 0.1 0.37
H -5.4876 0.7119 -5.2136 0.1 0.2 -0.5 0.33
H -4.3774 -0.5445 -4.7388 -0.3 -0.1 0.2 0.29
H -5.6446 -2.5350 -4.4000 -0.2 -0.1 0.1 0.39
H -7.7000 -3.9497 -5.5456 0.0 0.2 -0.2 0.41
H -6.4849 -0.5985 -7.9863 -0.4 -0.2 0.0 0.31
H -8.0955 -2.2480 -9.0620 -0.4 -0.3 0.0 0.28
H -9.3244 -2.8525 -7.8195 0.0 0.5 -0.3 0.34
H -8.1165 -3.9453 -8.4153 0.3 0.2 -0.2 0.34
C 1.9531 -9.1874 -1.6062 -0.5 0.6 -0.3 -1.38
C 0.6612 -10.0128 -1.7974 1.7 -0.9 0.7 -0.16
N -0.5202 -9.3601 -1.1947 -1.4 2.0 -0.2 0.18
C -1.7553 -9.9420 -0.8705 1.1 0.5 -0.9 -0.48
C -2.6268 -8.9167 -0.6063 -0.1 -0.3 0.4 -0.31
N -1.9505 -7.7209 -0.7183 3.0 -1.3 -0.6 0.19
C -0.6706 -8.0171 -1.0476 -0.2 -1.3 -1.1 -0.35
C -2.3298 -6.4063 -0.2755 -0.8 0.7 0.2 -0.83
H 2.8854 -9.7068 -1.8280 -0.3 -0.5 0.4 0.37
H 1.9882 -8.7300 -0.6175 0.2 -0.3 0.1 0.40
H 1.9952 -8.3729 -2.3294 -0.3 0.2 0.0 0.38
H 0.7628 -10.9811 -1.3073 0.0 0.1 0.5 0.37
H 0.6374 -10.3346 -2.8385 -1.1 0.7 -0.2 0.28
H -1.7508 -11.0107 -1.0263 -0.9 0.1 0.4 0.43
H -3.6544 -8.8719 -0.2772 0.1 -0.4 -0.1 0.44
H 0.1138 -7.3527 -1.3790 -0.3 0.4 0.3 0.46
H -1.9168 -5.5891 -0.8669 0.2 -0.5 -0.4 0.35
H -1.9660 -6.2584 0.7412 -0.5 0.0 0.1 0.33
H -3.4127 -6.3521 -0.3875 0.1 0.2 0.5 0.30
C -5.5597 6.1733 -0.1280 -0.8 0.9 -1.3 -1.35
C -5.6302 7.7497 -0.3241 0.7 -1.1 1.0 -0.53
C -7.0458 8.3033 -0.5665 -0.6 0.2 1.7 -0.28
C -7.2949 9.7197 0.0594 -0.6 0.8 -1.8 -0.84
N -8.7008 10.3258 -0.2760 -0.8 -0.1 -0.7 0.09
C -8.8821 11.8564 -0.0158 0.1 -1.9 0.7 -0.37
C -10.1010 12.2541 -0.8032 -0.4 1.3 -0.9 -0.73
C -10.3055 11.2281 -1.8969 0.3 -1.1 0.1 -0.57
C -9.0930 10.3123 -1.7617 -0.3 -0.8 -0.4 -0.80
C -9.7176 9.5566 0.5780 0.3 0.5 -1.2 -1.03
H -4.5471 5.7866 -0.0128 -0.1 0.3 0.4 0.38
H -5.9362 5.6624 -1.0142 -0.1 0.0 -0.2 0.33
H -6.2378 5.8591 0.6654 0.3 0.1 0.3 0.36
H -4.8497 8.0854 -1.0070 -0.4 0.0 -0.4 0.43
H -5.2724 8.0911 0.6472 -0.1 0.5 0.1 0.34
H -7.6838 7.6611 0.0407 -0.3 -0.4 -0.4 0.26
H -7.3939 8.2793 -1.5991 0.3 0.0 0.0 0.36
H -6.6039 10.4020 -0.4357 0.2 0.3 0.4 0.28
H -7.2884 9.8109 1.1456 0.6 -0.4 -0.1 0.47
H -9.0824 11.9184 1.0539 0.8 0.6 0.0 0.35
H -7.9580 12.2622 -0.4273 -0.1 0.5 0.6 0.44
H -11.0435 12.4051 -0.2769 0.4 -0.1 0.5 0.30
H -9.8779 13.2169 -1.2631 -0.1 0.1 0.1 0.35
H -11.1894 10.6225 -1.6968 -0.2 0.3 -0.3 0.32
H -10.3394 11.6418 -2.9047 -0.2 -0.1 0.2 0.39
H -9.3212 9.3044 -2.1085 0.1 -0.1 0.4 0.44
H -8.3147 10.6669 -2.4375 0.6 0.1 0.7 0.44
H -10.7139 9.9986 0.5687 0.2 0.4 -0.2 0.44
H -9.3372 9.5928 1.5988 -0.1 -0.5 -0.2 0.36
H -9.8154 8.5921 0.0798 0.2 -0.2 0.7 0.38
C -5.9374 3.7280 5.3781 -0.1 -0.8 -0.4 -1.25
C -4.8227 4.7801 5.3346 -0.2 -1.1 -0.9 -0.61
C -3.3717 4.1637 5.3293 -1.2 0.7 0.8 -0.74
C -3.0044 3.7565 6.7794 0.0 1.2 -0.5 -1.01
N -1.9246 2.7079 6.9451 -1.0 -0.7 0.6 0.38
C -0.7174 2.9613 6.0667 0.7 0.3 0.6 -0.53
C 0.2337 3.8087 6.9468 -0.4 -1.3 -1.4 -0.60
C -0.0188 3.2822 8.3331 -0.1 0.5 1.4 -0.53
C -1.4150 2.6731 8.3777 0.1 0.8 0.4 -0.55
C -2.5446 1.3608 6.6013 0.5 1.0 -0.5 -1.09
H -6.9306 4.0615 5.0776 0.0 0.8 0.8 0.37
H -5.9515 3.2222 6.3436 -0.4 0.2 0.1 0.31
H -5.8936 2.9185 4.6494 1.0 -0.1 -0.2 0.36
H -5.0365 5.4816 6.1410 0.6 0.1 0.1 0.31
H -4.8941 5.3314 4.3970 -0.1 0.1 0.0 0.33
H -2.7657 5.0003 4.9815 0.5 -0.3 0.2 0.40
H -3.3072 3.3736 4.5812 -0.2 -0.1 0.1 0.48
H -3.8767 3.4923 7.3772 0.0 -0.7 -0.3 0.54
H -2.7056 4.6889 7.2582 0.6 -0.1 0.1 0.47
H -0.2797 1.9839 5.8641 -0.1 0.1 -0.2 0.46
H -0.9705 3.5015 5.1544 -0.3 -0.5 0.1 0.27
H 1.2609 3.6074 6.6427 0.0 0.4 -0.1 0.39
H -0.0504 4.8405 6.7401 0.4 0.2 0.7 0.31
H 0.6181 2.4900 8.7267 0.7 0.3 -0.6 0.28
H 0.0636 4.1159 9.0304 0.0 -0.2 0.2 0.32
H -1.3715 1.6687 8.7988 -0.3 -0.1 -0.6 0.37
H -2.0390 3.2508 9.0596 -0.5 0.0 -0.5 0.27
H -2.7981 1.5101 5.5518 -0.3 -0.8 0.1 0.45
H -3.4136 1.1574 7.2271 0.1 0.2 -0.1 0.34
H -1.7688 0.6094 6.7479 -0.2 0.0 -0.2 0.49
C 1.1195 0.0045 -0.6166 0.2 -1.7 1.1 -0.89
N 2.1147 -1.0292 -0.0675 1.5 1.3 -0.2 -0.22
C 3.3604 -0.2315 0.2955 -0.2 -0.9 -0.6 -1.00
C 1.5547 -1.7359 1.1600 0.1 1.3 -1.3 -0.90
C 2.4450 -1.9387 -1.2973 -0.9 -1.5 1.6 -0.34
C 3.5918 -2.9082 -1.1412 2.4 0.8 0.9 -0.71
O 3.4636 -3.9212 -0.1465 -1.5 0.4 -0.3 -0.50
H 0.8176 0.5917 0.2506 0.0 0.4 -0.4 0.38
H 0.2744 -0.6103 -0.9264 -0.1 0.5 -0.4 0.43
H 1.6358 0.5392 -1.4139 -0.4 0.1 0.1 0.42
H 4.0523 -0.8880 0.8231 0.0 0.1 -0.1 0.37
H 3.1434 0.6597 0.8844 -0.3 -0.2 0.0 0.33
H 3.7550 0.0288 -0.6866 0.5 0.3 0.3 0.49
H 0.7895 -2.3804 0.7272 0.1 -0.4 0.8 0.40
H 1.1100 -0.9224 1.7332 -0.3 -0.2 0.1 0.43
H 2.3651 -2.1555 1.7560 -0.2 -0.5 -0.5 0.31
H 2.5895 -1.2824 -2.1555 -0.1 -0.2 0.1 0.42
H 1.5400 -2.5461 -1.3081 -0.3 0.2 -0.9 0.41
H 4.4576 -2.3317 -0.8155 0.2 0.5 -0.1 0.31
H 3.9844 -3.2602 -2.0952 -0.9 -0.3 -0.3 0.50
H 4.2518 -4.4693 -0.1458 0.2 -0.1 -0.1 0.33
C 2.0481 -6.8230 5.5221 0.1 0.3 1.3 -0.84
N 2.9301 -6.2843 6.7185 -0.5 0.0 0.4 -0.08
C 4.3937 -6.6606 6.3811 -1.6 0.1 0.3 -0.81
C 2.7850 -4.7416 6.8413 1.7 -2.2 -1.1 -1.08
C 2.4750 -6.9358 8.0934 -1.8 2.3 -0.9 -0.64
C 2.8776 -6.1697 9.4453 1.7 -2.3 -1.6 -0.51
O 4.2521 -6.5348 9.6178 -0.3 0.7 0.4 -0.49
H 2.2052 -7.8849 5.3332 0.5 0.1 0.3 0.37
H 2.2391 -6.2561 4.6109 0.4 0.1 0.3 0.38
H 0.9906 -6.7315 5.7698 0.1 0.3 0.3 0.38
H 4.3780 -7.7493 6.4323 0.4 0.1 -0.6 0.35
H 5.1060 -6.3076 7.1269 -0.3 0.3 -0.1 0.34
H 4.5084 -6.2229 5.3894 0.7 -0.5 0.0 0.48
H 3.1480 -4.3774 5.8802 -0.8 0.2 -0.2 0.43
H 3.6503 -4.5161 7.4647 -0.8 0.6 0.8 0.51
H 1.7593 -4.4916 7.1122 0.4 0.2 0.1 0.32
H 2.6667 -7.9988 7.9474 0.5 0.1 0.8 0.55
H 1.3918 -6.8262 8.0408 -0.2 -0.2 -0.1 0.34
H 2.2895 -6.5707 10.2708 -0.4 0.0 -0.2 0.33
H 2.8193 -5.0816 9.4715 -0.2 -0.2 -0.5 0.33
H 4.2308 -7.4916 9.6933 0.5 -0.2 0.3 0.34
C 9.3980 -6.9603 -6.8473 -0.3 0.0 0.0 -0.84
N 8.3716 -5.9793 -6.3135 -0.2 -0.1 -0.8 -0.13
C 7.0636 -6.7930 -6.0231 1.1 0.7 0.3 -0.86
C 8.8771 -5.4317 -4.9763 -0.8 -0.8 -0.8 -0.98
C 8.0834 -4.8414 -7.3667 2.1 0.5 1.4 -0.52
C 9.2724 -3.7582 -7.4880 0.3 -1.7 0.5 -0.56
O 10.5207 -4.3337 -7.9937 -1.6 0.1 0.0 -0.52
H 9.4149 -7.8073 -6.1616 -0.1 -0.1 -0.2 0.40
H 10.4070 -6.5534 -6.9134 -0.4 0.4 0.1 0.34
H 9.0857 -7.2485 -7.8511 0.0 -0.2 0.2 0.38
H 6.6029 -7.2626 -6.8923 0.5 0.3 -0.2 0.34
H 6.3492 -6.1314 -5.5332 0.1 0.1 -0.1 0.40
H 7.3832 -7.5616 -5.3194 -0.2 0.0 -0.1 0.42
H 8.2042 -4.6270 -4.6800 0.4 0.2 0.0 0.41
H 9.9323 -5.1760 -5.0727 -0.3 0.2 0.1 0.37
H 8.7525 -6.2723 -4.2937 0.3 0.2 0.2 0.45
H 7.2210 -4.3374 -6.9305 -0.1 0.1 -0.5 0.42
H 7.9251 -5.3025 -8.3416 -0.3 -0.1 0.3 0.38
H 9.5549 -3.3498 -6.5177 -0.8 0.2 0.1 0.40
H 8.8758 -2.9624 -8.1186 0.2 -0.1 -0.2 0.34
H 11.2254 -4.0280 -7.4178 0.1 0.1 -0.1 0.35
Br 7.5460 -7.6417 1.2008 -0.4 0.2 0.0 -0.98
Br -0.5054 -4.9109 -5.3116 0.0 0.0 0.4 -0.97
Br -4.3979 -0.4039 1.0398 0.3 0.1 0.1 -0.98
Br 7.0480 0.0422 -4.0898 -0.2 0.1 0.2 -0.96
```
Forces are in eV/Å.